Density functional theory data (wB97M-V/def2-TZVPD) for a 8-piece molecular cluster, C38H85N3O10S4 overall in a non-equilibrium geometry.

Structure (XYZ):
```
140
C38H85N3O10S4 (wB97M-V/def2-TZVPD)
H -5.27630 3.44214 1.87387
C 0.71790 -9.29482 -7.96456
H 4.14330 7.75235 1.80365
C -9.72838 3.29524 5.42142
C 8.44998 -1.31032 3.08616
H 2.62472 2.85401 -7.61956
H 0.09784 -9.78439 -4.13135
H 1.79454 0.25985 -0.46668
H 0.60929 7.46882 -0.42180
H 0.12279 9.09987 -0.60638
H 2.31810 -1.02151 -8.95081
C 1.83655 10.41888 0.75383
S 5.66939 3.79587 8.18162
C -1.14389 -8.40434 -5.83357
C 1.01160 8.46947 -0.57974
H 1.61826 1.68261 -8.37269
C -6.35077 3.47895 2.05349
H 4.96503 9.72961 -2.33484
H -8.59312 5.56248 5.33935
C -2.06625 -9.56888 -5.42990
H -2.99706 -9.14846 -5.04918
C -1.42733 -8.24689 -7.39233
N 0.28858 -8.61810 -5.60566
H 9.02977 -0.50986 3.54573
C 1.35377 -0.23505 0.39871
O -4.89175 -5.59388 5.13788
H 4.10265 1.87494 8.83434
C 5.06162 7.35476 -0.87909
H 1.45274 -0.57758 -7.38960
O -9.25812 2.83622 2.64757
H 3.61899 2.70166 7.44679
H 3.00544 -2.68780 -1.39238
H -0.45194 -11.12823 -6.23421
O 6.18923 3.92658 6.73512
H -6.18978 0.55911 1.93744
C -8.05550 4.99378 4.58063
H 2.87078 -9.77969 -5.29741
H -2.80837 -7.76199 5.16307
H -1.74683 -7.08355 -4.17996
C 4.52138 2.35162 7.94804
H 0.94830 -11.35597 -5.13953
H 7.97120 -1.10412 2.12890
H -1.23044 -10.20267 -8.41322
O 0.47799 -8.90864 -4.23212
H 1.85396 10.87752 -0.23484
C -5.22726 -6.57871 4.27178
C 2.53147 -9.38515 -6.25517
C 2.66465 1.95432 -8.23362
S 9.51312 -2.83725 3.17836
H 0.93029 8.23318 -2.72176
H 3.01462 2.17725 -9.24155
H -1.75718 -10.12953 -4.54771
H -5.43321 3.70165 5.09797
H -8.21977 5.43183 3.59615
H -2.40347 -6.55257 3.75522
C -7.13261 1.07181 2.12802
H -0.90265 -8.77102 -9.38349
H 2.86299 -8.34899 -6.32275
O 4.10564 8.63724 1.43330
C 1.59451 8.65769 -1.96898
H 5.43995 7.20149 -1.88977
C -3.45312 -5.61568 5.31522
H -7.58716 1.33009 1.17158
H 3.38617 8.27167 -2.99335
C 4.51799 9.82895 -1.34569
H -5.31399 2.21164 6.04038
H 8.57674 -5.00998 2.58147
H 5.02355 1.66453 7.26699
C 2.95625 8.00735 -2.02722
S 3.64511 0.57509 -7.37784
H 3.78437 10.61393 -1.52924
H 1.18764 -8.39965 -8.37213
H 7.95758 -3.74519 1.46258
H -7.83029 0.39238 2.61764
H -7.68193 1.83599 6.06779
H -0.87217 -6.32479 -5.46102
C -5.93083 1.83015 4.04582
C -0.78254 -9.20916 -8.39268
O -4.21624 -7.31668 3.86275
H 5.21455 10.18855 -0.58833
H -6.83464 3.52599 1.07790
C -1.62812 -7.08479 -5.26348
H -2.50843 -8.27519 -7.52846
C -3.07066 -6.90594 4.54140
H 1.08224 -11.66622 -6.88318
H 1.00079 10.84518 1.30868
N 3.26648 8.39859 0.33468
H -2.33838 -10.21716 -6.26283
C -6.90981 2.32941 2.95082
H 2.22435 -3.85221 -0.24631
H 1.18572 -10.03465 -8.61410
H 2.81550 -1.59678 -7.30995
H 2.78150 10.72575 1.20213
H 1.83709 8.46030 2.76358
H -10.16451 2.29669 5.39375
C -7.35366 2.83789 5.79118
O 1.77762 -2.58272 1.94694
C 1.33922 8.14927 1.84515
H 5.88393 7.55349 -0.19178
H 6.52490 2.16512 9.73716
H -6.59085 4.48074 2.40968
C 1.86276 8.88629 0.58862
H -10.40830 3.90003 4.82138
H 1.24737 -2.90471 -1.19174
H 4.73700 6.35613 -0.58676
C 2.20369 -2.84886 -0.67171
O 9.59880 -3.20174 4.65562
C -5.91096 2.74277 5.29901
C 2.39963 -0.77456 -7.89229
H -6.11889 0.78337 4.28453
H 0.31710 -0.52151 0.22159
H 7.59051 -1.50467 3.72776
C 8.25392 -3.97323 2.48643
H -7.00263 5.22295 4.74513
H -9.94484 3.43671 6.48029
H -4.97829 1.98481 3.53903
H 7.36162 -3.95179 3.11209
H 1.40187 0.49266 1.20878
H 0.27245 8.37051 1.87912
H 7.67677 3.35174 9.47659
H -9.98066 2.33785 3.03637
C 0.62794 -11.02535 -6.12753
H 3.12090 -9.84828 -7.04649
H 1.25265 7.06787 1.73946
H 7.42010 2.07721 8.19720
H 1.67162 9.71530 -2.22120
S 2.39099 -1.71769 0.80387
H -7.31207 3.47851 6.67205
C 6.95869 2.74634 8.92346
H -2.58480 -6.69209 -5.60795
C 3.96936 8.42648 -0.92422
O -6.43262 -6.68571 3.97171
N -8.25484 2.61484 3.58201
H 2.77122 6.94424 -2.18107
C 0.96193 -9.59684 -6.48176
O 3.49644 0.88498 -5.91919
H -3.05958 -5.69287 6.32876
H -1.13343 -7.23587 -7.67439
C -8.36375 3.45971 4.79310
H -3.07317 -4.71014 4.84222
```

Its LUMO energy is 0.34 eV. For the calculated total energy, the calculation gives -109059.7572 eV.

***

Density functional theory data (wB97M-V/def2-TZVPD) for a 12-piece molecular cluster, C38H89Br2ClF4NO16S2 overall in a non-equilibrium geometry.

Structure (XYZ):
```
153
C38H89Br2ClF4NO16S2 (wB97M-V/def2-TZVPD)
O 2.94787 -2.70690 -5.37609
F 4.31609 4.42043 -0.12099
H 10.05356 0.38529 -0.87460
H -12.28369 0.87642 0.47853
H -5.35429 1.08905 0.77068
H -1.16025 -0.07097 -0.57848
O -12.54022 -0.01959 0.70335
H -3.52293 9.00644 3.27109
C 2.32485 -2.56329 -2.83312
H -1.26942 -3.19025 2.04730
O -2.48123 8.40096 4.91352
H 0.71804 7.94642 3.59063
O 2.02075 6.53770 -0.01188
H 7.66108 0.29432 -1.08696
H 1.88461 5.66658 -1.90320
H -0.74385 -6.61438 -0.57767
H 9.55301 -1.62890 -1.15726
H -3.30876 -0.22960 -1.06115
H 2.75160 0.58768 -0.41828
H 5.79332 -0.37294 -3.10380
O 9.53392 1.05623 -1.32384
H 8.36876 -1.73002 -2.46210
H -3.79682 -6.27894 -5.30040
H -5.33920 -1.63014 1.34754
S 2.43367 -1.78132 -4.42889
H -6.32908 -1.85877 -2.80981
F 4.15256 2.56446 2.86873
H -0.01662 -4.37743 -0.98712
H 0.57663 2.16244 1.59000
H -2.56648 7.52595 3.03400
H -6.66813 -3.34097 -1.92537
C -6.00034 0.22298 -1.05483
C 3.71070 -3.04691 3.41582
H -4.30246 -0.92032 3.50174
C -7.40977 -1.65350 -0.95248
O 0.39370 7.04685 3.50348
H -0.29973 -4.58563 0.71989
H -1.40195 -2.31939 -8.48627
H -1.11998 -0.57880 3.22961
F 2.45445 -1.40062 4.66907
C 1.67679 0.45180 -0.41489
C 1.40501 -0.63917 -1.44995
H -4.10750 -4.60133 -5.79451
C -3.95860 0.56199 4.73205
Br 5.01777 1.37116 0.51781
C 1.53024 1.66187 1.69295
H -4.66714 1.83769 -0.65214
H -2.13328 -6.13278 0.34727
C -4.93246 0.87937 -0.21123
H 2.44255 -1.40511 0.84226
H -0.86851 1.52543 0.02680
H -6.73940 -3.34732 2.09690
C -1.46720 -2.35612 1.38127
O 6.93087 -0.25160 -1.41242
H 10.13319 -2.32881 -3.84361
O 10.34487 -1.89368 -3.01515
H 2.75476 -2.24449 -0.81560
F 3.93766 4.99109 1.98001
H 0.50263 -1.23129 -1.36893
H -10.74564 -0.80169 -0.00924
C 4.53271 4.10342 1.16558
H -5.63662 0.03890 -2.06381
H 2.14832 3.63039 1.51395
H -3.10610 -2.81608 -8.47238
H 0.81594 -2.05717 3.20560
C 10.22733 1.36301 -2.54501
H -10.75659 -0.36679 1.71941
C -2.63248 0.67375 0.80936
C 2.58618 -1.59918 -1.67686
H -4.13639 1.36064 4.00136
H -6.85920 0.88769 -1.13274
O -3.57751 -0.65020 4.08851
H -3.95011 -0.91940 0.44215
C -0.79666 -4.52683 -0.24524
C 3.46735 -1.57351 3.73365
O -2.54900 -4.89356 -4.46216
C 1.02011 -1.95905 2.15058
C -1.16230 1.51644 3.22185
H 4.37009 -1.21047 4.22194
H 3.39574 0.36646 2.94862
O -8.49796 -1.70178 -0.43793
H 1.41579 -2.87632 1.73385
H -1.53246 1.54349 4.26136
H -2.86231 1.73248 0.81095
C 2.03740 -0.88520 1.70089
H -1.50935 -2.34401 -6.18370
C 3.99010 2.66639 1.52283
O 3.04410 -0.50152 -4.32730
C -6.17584 -2.69330 2.76383
H 3.49525 -1.03443 -1.85848
O -1.32267 2.47983 2.51391
O -5.03034 -2.15423 2.09450
H -1.75862 9.11310 3.09755
S -1.95120 -3.12214 -0.20013
Br 6.47198 4.25995 1.49768
C 1.92196 6.65264 -1.42997
Cl 0.44197 -1.54579 -4.91827
N 1.31102 0.29579 1.02698
C -0.16685 -1.55962 1.22588
H 3.95625 -3.19458 2.37229
H 0.38265 0.18841 3.47940
O -2.35162 -2.28482 -6.63977
H 1.36227 -3.05245 -2.73201
H 7.46765 0.15006 -3.38374
C -2.16511 -2.87014 -7.93325
H -7.97206 -2.49986 -2.80240
H -1.86424 -3.91490 -7.83778
H -11.64164 -1.79533 1.15085
C 1.51076 6.16796 3.55124
C -7.07223 -2.37860 -2.21829
C -1.50779 -5.84232 -0.48639
H -3.14585 0.86239 5.39132
H -1.64816 7.96167 5.10390
H 1.30299 -0.11357 -2.39646
C 2.51992 2.68095 1.12500
H -4.85985 0.42320 5.33258
H 4.17042 -0.79662 1.94169
H 9.17892 -3.20564 -1.87592
H -2.05908 -5.85935 -1.41865
H 1.14002 5.14911 3.44914
H 2.19727 6.38715 2.73462
H -2.15631 -4.05591 -4.71926
H 1.19814 1.35722 -0.75839
H 2.81144 -3.60364 3.66228
C -0.49739 0.22112 2.83659
H 2.03097 6.26610 4.50808
H 4.47717 -3.43032 4.07531
H 6.28881 1.27810 -2.67428
H 11.22609 1.74342 -2.32587
H 2.50374 2.83648 0.05390
H 9.66292 2.13152 -3.06723
H -6.83172 -1.89674 3.12322
C -3.33106 -5.33424 -5.56993
C 6.60856 0.23350 -2.71295
H -2.79480 0.34365 1.83024
H -5.81887 -3.27151 3.61199
H 0.21845 -1.93234 0.28786
H 3.08639 -3.33634 -2.82136
C -0.15918 -0.00817 1.36217
H -2.30237 -1.83522 1.82148
H 2.76523 7.21506 -1.83663
C 3.29111 -0.63796 2.55174
C -3.69686 -0.00632 -0.07170
C -2.58088 8.51436 3.49882
O -6.38674 -0.95764 -0.33227
H 10.29854 0.47575 -3.17195
C -11.34847 -0.78015 0.89750
H 1.76413 1.52238 2.73668
C -1.17096 0.52058 0.32640
H 2.83225 6.06932 0.18372
C 9.29560 -2.13791 -2.08093
H -2.70090 -5.48335 -6.44842
H 1.00215 7.18520 -1.65300
```

The net charge is +1. Its LUMO energy is -2.28 eV. For the calculated total energy, the calculation gives -260235.0404 eV.